18
Properties=species:S:1:pos:R:3:forces:R:3 method="wB97M-V/def2-TZVPD" spin_multiplicity=1 relative_energy_kcal_mol=2.7 smiles=OC1Nc2ccccc2N1 e_tot_ha=-456.289888 homo_energy_ev=-7.65 max_force_ev_per_a=3.49 homo_lumo_gap_ha=0.316
O 0.55940 3.00179 0.89026 0.616 -0.441 0.855
C 0.13716 2.20668 -0.17659 -1.108 0.951 -0.366
N 1.07199 1.21399 -0.64184 0.710 1.168 -0.112
C 0.59440 -0.03769 -0.37316 1.435 -3.176 -0.202
C 1.24100 -1.32032 -0.48622 -0.086 2.038 -0.396
C 0.50221 -2.43167 -0.22245 -1.317 -1.530 0.514
C -0.85072 -2.36605 0.17824 0.604 0.521 0.315
C -1.44734 -1.13198 0.35023 -0.010 0.587 -0.084
C -0.70658 0.00684 0.05318 -0.227 0.727 0.253
N -1.01647 1.38780 0.24069 -0.838 0.306 -0.824
H 0.49729 2.41176 1.65208 0.129 0.232 0.385
H -0.06941 3.06432 -0.87318 -0.180 -1.386 -0.305
H 2.05597 1.45173 -0.57494 -0.344 -0.220 -0.038
H 2.27013 -1.45093 -0.81668 -0.162 0.355 0.099
H 0.94161 -3.42926 -0.29007 0.068 0.376 -0.059
H -1.41302 -3.21604 0.52328 0.118 -0.445 -0.312
H -2.45955 -1.04174 0.73256 0.094 -0.016 -0.051
H -1.90806 1.68077 -0.16540 0.498 -0.048 0.330